1.
Computed, not measured: a 12-piece molecular cluster, C39H68F21N2O30P3 overall at a distorted geometry, with ωB97M-V with the def2-TZVPD basis set.

Element x y z (Å)
1 C 5.164 24.813 27.902
2 C 4.747 25.302 29.267
3 O 3.313 25.480 29.239
4 C 2.732 25.779 30.375
5 O 3.269 25.975 31.428
6 C 1.194 25.735 30.257
7 F 0.766 25.879 29.003
8 F 0.758 24.547 30.710
9 F 0.650 26.688 31.016
10 H 4.516 23.976 27.638
11 H 6.179 24.417 27.938
12 H 5.066 25.520 27.077
13 H 5.257 26.213 29.571
14 H 4.957 24.529 30.007
15 C 6.105 24.986 32.817
16 C 5.849 25.739 34.097
17 O 4.781 26.672 33.878
18 C 3.679 26.574 34.578
19 O 3.431 25.813 35.468
20 C 2.653 27.679 34.234
21 F 3.127 28.609 33.418
22 F 1.561 27.140 33.694
23 F 2.280 28.281 35.378
24 H 6.937 24.294 32.969
25 H 6.416 25.661 32.018
26 H 5.215 24.453 32.484
27 H 6.735 26.286 34.399
28 H 5.603 25.079 34.929
29 C 3.257 21.463 24.357
30 C 4.245 22.542 24.782
31 O 5.227 22.003 25.673
32 C 6.207 21.262 25.200
33 O 6.418 20.956 24.064
34 C 7.105 20.857 26.384
35 F 8.088 20.055 25.988
36 F 7.633 21.943 26.955
37 F 6.384 20.200 27.310
38 H 2.794 21.029 25.247
39 H 3.780 20.653 23.852
40 H 2.481 21.902 23.733
41 H 3.738 23.313 25.355
42 H 4.713 23.005 23.912
43 C 10.722 24.511 40.025
44 C 10.917 23.102 39.541
45 O 11.032 23.133 38.099
46 C 11.422 22.018 37.522
47 O 11.771 21.011 38.062
48 C 11.406 22.131 35.986
49 F 10.557 21.205 35.500
50 F 11.024 23.321 35.554
51 F 12.622 21.864 35.497
52 H 9.873 25.004 39.563
53 H 11.636 25.082 39.851
54 H 10.576 24.459 41.105
55 H 10.033 22.491 39.747
56 H 11.779 22.609 39.982
57 C 11.230 27.403 32.479
58 C 10.465 28.214 33.510
59 O 9.876 27.282 34.417
60 C 9.226 27.739 35.465
61 O 8.949 28.878 35.701
62 C 8.869 26.566 36.408
63 F 9.450 26.806 37.603
64 F 7.545 26.469 36.598
65 F 9.315 25.392 35.954
66 H 12.025 26.875 33.014
67 H 11.730 28.053 31.767
68 H 10.552 26.680 32.035
69 H 9.699 28.818 33.012
70 H 11.089 28.928 34.051
71 C 8.190 19.813 33.373
72 C 9.072 19.300 32.272
73 O 10.425 19.781 32.432
74 C 11.392 19.073 31.899
75 O 11.298 18.033 31.318
76 C 12.770 19.738 32.093
77 F 13.216 20.219 30.923
78 F 12.747 20.720 32.991
79 F 13.644 18.811 32.512
80 H 8.290 20.895 33.466
81 H 8.452 19.375 34.340
82 H 7.149 19.549 33.196
83 H 8.774 19.634 31.279
84 H 9.008 18.212 32.202
85 C -0.793 23.267 26.718
86 C -0.284 21.869 26.449
87 O 0.621 21.351 27.439
88 C 1.694 22.043 27.745
89 O 2.087 23.038 27.209
90 C 2.460 21.361 28.902
91 F 3.288 20.432 28.408
92 F 3.197 22.266 29.549
93 F 1.633 20.789 29.768
94 H -1.099 23.443 27.749
95 H -1.665 23.467 26.090
96 H -0.063 24.028 26.450
97 H 0.234 21.828 25.487
98 H -1.116 21.172 26.395
99 C 0.206 19.988 33.878
100 O 1.252 20.435 32.996
101 P 2.750 20.439 33.479
102 O 3.713 20.809 32.447
103 O 2.787 21.313 34.791
104 C 2.856 22.743 34.717
105 O 2.922 18.979 34.071
106 C 4.181 18.322 34.013
107 H 0.312 20.407 34.879
108 H 0.224 18.902 33.926
109 H -0.725 20.346 33.450
110 H 1.887 23.132 34.407
111 H 3.658 23.079 34.061
112 H 3.066 23.121 35.714
113 H 4.614 18.252 35.010
114 H 4.876 18.864 33.368
115 H 4.063 17.329 33.582
116 C 6.192 21.616 30.711
117 O 7.079 22.214 29.763
118 P 8.299 23.140 30.131
119 O 8.008 24.555 29.898
120 O 8.684 22.719 31.608
121 C 9.836 23.281 32.235
122 O 9.513 22.589 29.287
123 C 9.750 21.188 29.108
124 H 6.215 22.016 31.726
125 H 6.425 20.553 30.756
126 H 5.152 21.733 30.410
127 H 10.206 22.597 32.997
128 H 9.557 24.202 32.758
129 H 10.662 23.492 31.560
130 H 9.947 21.055 28.045
131 H 8.875 20.586 29.346
132 H 10.631 20.880 29.664
133 C 14.678 26.913 30.232
134 O 13.906 25.888 30.841
135 P 13.522 24.577 30.024
136 O 12.868 23.583 30.866
137 O 12.710 25.148 28.802
138 C 11.496 25.835 29.063
139 O 14.852 24.129 29.307
140 C 15.666 23.121 29.912
141 H 14.955 26.673 29.208
142 H 15.570 27.076 30.836
143 H 14.106 27.843 30.242
144 H 11.753 26.889 29.190
145 H 10.908 25.498 29.916
146 H 10.834 25.792 28.200
147 H 16.072 22.450 29.159
148 H 15.102 22.475 30.592
149 H 16.448 23.600 30.501
150 C 6.780 16.194 29.134
151 N 7.453 17.407 29.681
152 O 6.757 18.183 30.307
153 O 8.629 17.567 29.440
154 H 5.776 16.497 28.863
155 H 6.794 15.422 29.895
156 H 7.345 15.879 28.264
157 C 7.866 27.379 28.342
158 N 8.910 28.360 28.705
159 O 9.305 29.127 27.853
160 O 9.378 28.254 29.822
161 H 7.088 27.381 29.093
162 H 8.330 26.399 28.264
163 H 7.476 27.625 27.358

The calculation puts the HOMO-LUMO gap at 10.5 eV. Its spin multiplicity is 1. The relative energy (zero: lowest compared OMol25 entry of this formula, charge and spin) comes out at 0.000 eV. The SMILES is CCOC(=O)C(F)(F)F.CCOC(=O)C(F)(F)F.CCOC(=O)C(F)(F)F.CCOC(=O)C(F)(F)F.CCOC(=O)C(F)(F)F.CCOC(=O)C(F)(F)F.CCOC(=O)C(F)(F)F.COP(=O)(OC)OC.COP(=O)(OC)OC.COP(=O)(OC)OC.C[N+](=O)[O-].C[N+](=O)[O-]. Its molar mass is 1536.84 g mol⁻¹.

---

2.
Computed, not measured: a 2-piece molecular cluster, C4H3Br2NO overall at a distorted geometry, with ωB97M-V with the def2-TZVPD basis set.

Element x y z (Å)
1 C -1.407 0.949 -0.813
2 C 0.718 -0.234 0.966
3 C 1.403 -0.313 -0.312
4 C -1.645 0.335 0.363
5 N -1.092 1.437 -1.805
6 O 0.813 -0.349 2.153
7 Br 3.361 -0.311 -0.490
8 Br -2.445 -1.489 0.239
9 H 1.113 -1.287 -0.694
10 H 0.952 0.526 -0.963
11 H -1.772 0.737 1.356

The calculation puts the HOMO-LUMO gap (alpha / beta) at 7.0 / 7.6 eV. Its spin multiplicity is 1. The relative energy (zero: lowest compared OMol25 entry of this formula, charge and spin) comes out at 1.989 eV. Its molar mass is 240.88 g mol⁻¹.

---

3.
Computed, not measured: an isolated molecule of C5H9NO at a distorted geometry, with ωB97M-V with the def2-TZVPD basis set.

Element x y z (Å)
1 C 1.920 0.788 -0.154
2 O 0.862 0.213 -0.899
3 C -0.290 -0.045 -0.167
4 C -1.410 -0.477 -1.147
5 C -0.110 -1.057 0.987
6 C -0.753 1.273 0.529
7 N -1.483 2.028 1.012
8 H 2.143 1.774 -0.569
9 H 1.662 0.925 0.903
10 H 2.793 0.137 -0.233
11 H -1.643 -1.549 -1.099
12 H -1.165 -0.222 -2.184
13 H -2.302 0.072 -0.856
14 H -0.643 -0.636 1.836
15 H 0.941 -1.172 1.262
16 H -0.522 -2.051 0.780

The calculation puts the HOMO-LUMO gap at 11.4 eV. Its spin multiplicity is 1. The relative energy (zero: lowest compared OMol25 entry of this formula, charge and spin) comes out at 2.017 eV. The SMILES is COC(C)(C)C#N. Its molar mass is 99.13 g mol⁻¹.

---

4.
Computed, not measured: an isolated molecule of C4H7NO at a distorted geometry, with ωB97M-V with the def2-TZVPD basis set.

Element x y z (Å)
1 C -1.415 -0.370 -0.242
2 C 0.072 -0.289 -0.583
3 C 0.697 1.064 -0.131
4 N 1.100 0.838 1.237
5 C 1.359 -0.174 1.798
6 O 0.806 -1.377 -0.051
7 H -1.811 -1.332 -0.577
8 H -1.566 -0.295 0.841
9 H -1.990 0.430 -0.726
10 H 0.197 -0.327 -1.680
11 H 1.597 1.314 -0.700
12 H 0.006 1.911 -0.194
13 H 0.948 -1.392 1.009

The calculation puts the HOMO-LUMO gap at 11.3 eV. Its spin multiplicity is 1. The relative energy (zero: lowest compared OMol25 entry of this formula, charge and spin) comes out at 2.901 eV. Its molar mass is 85.11 g mol⁻¹.

---

5.
Computed, not measured: a 10-piece molecular cluster, C8H38N2O10 overall at a distorted geometry, with ωB97M-V with the def2-TZVPD basis set.

Element x y z (Å)
1 C 7.561 -3.948 -1.214
2 O 6.365 -3.806 -1.867
3 C 5.389 -3.008 -1.092
4 C 3.988 -3.045 -1.937
5 C 3.879 -1.970 -3.060
6 N 2.863 -2.880 -1.040
7 H 7.379 -4.469 -0.274
8 H 7.945 -2.942 -1.047
9 H 8.347 -4.444 -1.784
10 H 5.207 -3.388 -0.087
11 H 5.842 -2.029 -0.939
12 H 3.950 -4.074 -2.294
13 H 2.920 -1.902 -3.574
14 H 4.563 -2.345 -3.821
15 H 4.247 -1.033 -2.642
16 H 2.922 -3.461 -0.217
17 H 2.935 -1.896 -0.823
18 C 0.988 5.457 7.155
19 O 0.344 4.607 6.142
20 C 1.098 4.574 4.890
21 C 0.559 3.274 4.191
22 C 0.984 1.979 4.934
23 N 1.008 3.252 2.811
24 H 1.957 5.008 7.373
25 H 0.500 5.565 8.124
26 H 1.078 6.525 6.955
27 H 0.781 5.469 4.354
28 H 2.171 4.744 4.978
29 H -0.531 3.262 4.204
30 H 0.440 1.931 5.877
31 H 2.057 2.047 5.113
32 H 0.604 1.100 4.415
33 H 0.372 3.677 2.152
34 H 1.920 3.672 2.708
35 O -6.833 -3.351 -4.648
36 H -6.586 -3.226 -3.731
37 H -6.000 -3.438 -5.111
38 O -6.524 0.325 1.565
39 H -6.744 -0.605 1.612
40 H -6.731 0.664 2.436
41 O -1.053 3.922 -3.325
42 H -0.275 4.476 -3.258
43 H -0.755 3.148 -3.804
44 O -5.501 4.096 -1.648
45 H -4.643 4.165 -2.066
46 H -5.414 3.361 -1.041
47 O -5.220 -4.965 0.527
48 H -6.156 -4.908 0.720
49 H -4.848 -5.427 1.278
50 O -2.554 -0.692 -2.272
51 H -2.991 -1.064 -1.506
52 H -1.626 -0.885 -2.135
53 O -5.112 1.432 -6.103
54 H -5.304 2.210 -5.580
55 H -4.731 0.813 -5.481
56 O -2.633 -5.448 -5.032
57 H -1.994 -5.276 -5.724
58 H -2.405 -4.830 -4.337

The calculation puts the HOMO-LUMO gap at 9.3 eV. Its spin multiplicity is 1. The relative energy (zero: lowest compared OMol25 entry of this formula, charge and spin) comes out at 3.267 eV. The SMILES is COC[C@H](C)N.COC[C@H](C)N.O.O.O.O.O.O.O.O. Its molar mass is 322.40 g mol⁻¹.

---

6.
Computed, not measured: a 2-piece molecular cluster, C7H13N2 overall at a distorted geometry, with ωB97M-V with the def2-TZVPD basis set.

Element x y z (Å)
1 C -1.674 0.175 -1.398
2 C -0.739 -0.660 -1.945
3 C 1.727 0.710 1.827
4 C 1.050 0.998 0.703
5 C 0.033 0.105 0.118
6 C -1.711 1.340 1.046
7 C 1.108 -1.830 -0.833
8 N -1.225 0.703 -0.211
9 N 0.521 -0.552 -1.109
10 H -2.665 0.533 -1.602
11 H -0.998 -1.315 -2.743
12 H 2.475 1.352 2.301
13 H 1.827 -0.141 2.381
14 H 1.225 1.873 0.017
15 H -0.220 -1.019 1.073
16 H -1.052 1.959 1.513
17 H -2.645 1.792 0.851
18 H -2.003 0.583 1.678
19 H 0.364 -2.453 -0.449
20 H 1.446 -2.527 -1.628
21 H 1.840 -1.589 -0.168
22 H 1.318 -0.036 -1.421

The calculation puts the HOMO-LUMO gap at 9.6 eV. Its spin multiplicity is 1. The charge is +1. The relative energy (zero: lowest compared OMol25 entry of this formula, charge and spin) comes out at 5.451 eV. Its molar mass is 125.19 g mol⁻¹.